[1]
# C34H68BrN2O22

A cluster of 7 separate species, C34H68BrN2O22 in total (wB97M-V/def2-TZVPD, the OMol25 dataset).

XYZ file:
```
127
Properties=species:S:1:pos:R:3:forces:R:3
O -4.298 -7.752 3.651 3.766 3.053 -0.984
C -3.385 -6.976 3.353 -2.276 -2.711 1.570
Br -3.607 -5.922 1.658 0.557 -0.420 1.130
C -2.062 -6.729 4.252 -0.559 0.500 -0.212
C -2.191 -5.252 4.922 -0.903 -0.041 -0.347
C -1.040 -4.230 4.461 -0.656 -0.715 -2.169
N 0.113 -4.094 5.420 0.562 1.413 0.430
C -0.358 -3.998 6.854 -0.897 -0.293 2.226
C 0.805 -3.648 7.901 1.465 -0.418 -1.629
O 0.568 -4.086 9.249 -1.151 1.397 -1.435
C -0.601 -3.476 9.836 0.172 0.024 2.504
O -0.909 -2.161 9.329 -1.708 -1.951 -0.281
C -2.361 -2.186 9.106 -0.993 0.517 -0.468
C -2.903 -0.840 8.421 -0.610 -1.293 0.011
O -2.555 -0.862 6.992 -0.506 -0.346 0.708
C -1.101 -5.418 7.149 0.642 0.940 -1.238
N -2.382 -5.384 6.393 0.306 0.356 -0.107
H -1.147 -6.791 3.578 -1.232 -0.141 0.853
H -2.067 -7.513 5.092 0.004 1.128 -1.483
H -3.182 -4.824 4.511 1.684 -0.457 0.623
H -1.431 -3.181 4.220 0.496 -1.527 0.685
H -0.594 -4.647 3.480 -0.698 0.861 1.479
H 0.846 -4.814 5.298 -0.580 0.176 0.145
H 0.571 -3.181 5.200 -0.182 -0.813 0.067
H -1.101 -3.114 6.871 0.953 -1.498 -0.128
H 1.745 -4.221 7.542 -1.333 0.722 0.824
H 1.076 -2.539 7.802 -0.602 -1.455 0.427
H -1.512 -4.189 9.817 1.381 1.082 -0.503
H -0.363 -3.346 10.959 -0.113 -0.345 -1.758
H -2.623 -3.038 8.366 0.407 1.186 1.080
H -2.917 -2.439 10.087 0.880 0.678 -1.392
H -2.507 0.094 8.948 -0.518 -1.304 -1.046
H -4.056 -0.895 8.439 1.799 0.317 0.561
H -3.296 -1.306 6.514 0.785 0.701 0.672
H -1.206 -5.640 8.257 0.002 0.359 -1.620
H -0.451 -6.234 6.650 -0.896 1.030 1.039
H -2.998 -4.626 6.734 0.600 -0.712 -0.194
C -6.405 -4.051 -0.272 -0.215 0.032 -0.197
C -5.191 -3.146 -0.175 -0.355 -0.217 0.330
O -4.734 -2.749 -1.472 0.071 0.295 -0.086
C -5.475 -1.811 -2.086 -0.006 -0.034 -0.312
O -6.465 -1.283 -1.642 0.402 -0.173 -0.029
O -4.933 -1.576 -3.291 -0.083 -0.128 0.595
C -5.687 -0.666 -4.094 -0.198 0.334 -0.405
H -6.195 -4.907 -0.918 0.090 -0.006 0.141
H -6.697 -4.413 0.716 0.064 -0.003 -0.038
H -7.258 -3.526 -0.708 0.116 0.049 0.134
H -4.369 -3.696 0.291 0.090 0.213 -0.336
H -5.388 -2.269 0.449 -0.069 0.015 -0.218
H -5.868 0.273 -3.567 -0.066 -0.203 0.040
H -6.631 -1.128 -4.388 0.028 0.139 0.114
H -5.110 -0.452 -4.993 0.096 -0.228 0.189
C -4.824 1.238 -10.090 -0.013 -0.337 0.021
C -6.012 2.079 -9.661 0.623 0.189 0.033
O -7.250 1.423 -9.964 -0.325 -0.249 0.310
C -7.582 0.408 -9.152 0.003 0.056 -0.308
O -6.945 0.014 -8.204 -0.235 0.158 -0.201
O -8.742 -0.111 -9.589 0.368 0.247 0.185
C -9.160 -1.271 -8.869 -0.220 -0.355 0.153
H -4.904 0.971 -11.146 0.027 0.173 0.026
H -3.890 1.780 -9.930 -0.082 0.026 -0.037
H -4.775 0.302 -9.529 -0.013 0.159 0.053
H -6.011 3.016 -10.222 -0.311 -0.174 -0.022
H -5.964 2.338 -8.600 -0.102 -0.210 -0.064
H -9.209 -1.076 -7.796 0.153 -0.014 -0.132
H -8.481 -2.100 -9.078 -0.002 0.089 0.159
H -10.157 -1.541 -9.218 0.141 0.240 -0.143
C 6.195 0.852 7.032 -0.066 -0.226 0.239
C 5.204 1.993 6.902 0.811 0.117 -0.020
O 3.864 1.545 7.150 -0.355 0.050 0.487
C 3.554 1.325 8.439 0.200 -0.021 -0.069
O 4.286 1.473 9.384 -0.365 -0.029 -0.352
O 2.283 0.886 8.490 0.256 0.117 -0.129
C 1.855 0.513 9.800 -0.231 -0.103 0.385
H 5.908 0.019 6.386 0.052 0.134 -0.119
H 7.200 1.182 6.762 -0.092 0.008 -0.033
H 6.226 0.466 8.054 0.027 0.163 -0.057
H 5.223 2.369 5.878 -0.277 -0.064 0.196
H 5.460 2.829 7.558 -0.159 -0.202 0.107
H 2.007 1.324 10.515 0.148 -0.135 -0.105
H 2.387 -0.386 10.119 0.050 0.165 0.095
H 0.788 0.289 9.754 0.127 0.054 -0.276
C 3.640 1.733 4.051 -0.088 -0.313 -0.395
C 3.094 3.149 4.057 -0.059 -0.409 0.413
O 3.467 3.854 2.868 -0.237 0.101 -0.314
C 2.788 3.518 1.759 0.261 0.109 -0.107
O 1.907 2.697 1.684 0.229 0.268 0.090
O 3.275 4.243 0.739 -0.215 -0.240 0.504
C 2.705 3.909 -0.528 -0.125 0.018 -0.519
H 4.721 1.739 3.894 -0.045 0.048 0.050
H 3.420 1.232 4.994 -0.013 0.108 -0.102
H 3.205 1.143 3.241 -0.058 0.147 0.048
H 3.528 3.699 4.896 0.020 0.177 -0.284
H 2.009 3.164 4.190 0.098 -0.033 -0.198
H 1.616 3.970 -0.502 0.141 -0.128 0.095
H 3.027 2.909 -0.825 -0.165 0.039 0.059
H 3.074 4.625 -1.262 0.116 0.008 0.276
C 4.438 7.866 -5.564 0.160 -0.105 0.276
C 3.885 6.860 -6.557 -0.264 0.610 0.112
O 4.720 5.699 -6.641 0.005 -0.440 0.286
C 4.628 4.843 -5.613 0.288 0.219 -0.136
O 3.913 4.961 -4.648 0.117 -0.134 -0.299
O 5.490 3.835 -5.831 -0.263 0.371 0.135
C 5.566 2.900 -4.755 0.107 -0.336 0.242
H 5.474 8.116 -5.809 -0.115 0.058 -0.122
H 3.841 8.780 -5.567 0.033 -0.058 -0.067
H 4.441 7.463 -4.549 -0.127 0.012 -0.114
H 3.872 7.308 -7.553 0.170 -0.313 0.003
H 2.856 6.578 -6.317 0.181 -0.126 0.106
H 4.580 2.510 -4.497 0.077 0.179 0.017
H 6.032 3.373 -3.888 -0.178 -0.036 -0.004
H 6.194 2.069 -5.077 -0.034 0.236 -0.205
C 3.774 3.293 -8.306 0.260 -0.083 -0.249
C 2.967 2.414 -9.244 -0.162 0.124 0.645
O 3.511 2.431 -10.569 0.241 -0.322 -0.251
C 4.633 1.714 -10.743 -0.041 0.230 -0.033
O 5.203 1.065 -9.900 -0.232 0.140 -0.301
O 5.024 1.859 -12.021 -0.214 -0.082 0.402
C 6.269 1.225 -12.315 0.372 -0.166 -0.193
H 3.858 4.305 -8.707 -0.153 -0.062 0.056
H 3.305 3.338 -7.321 -0.084 -0.035 -0.105
H 4.791 2.915 -8.183 -0.173 -0.043 0.029
H 1.950 2.806 -9.319 0.141 -0.049 -0.329
H 2.890 1.388 -8.872 0.193 0.053 -0.140
H 6.252 0.169 -12.038 0.001 0.176 0.112
H 7.079 1.744 -11.800 -0.063 -0.167 0.053
H 6.436 1.299 -13.390 -0.255 0.143 0.113
```
Forces are in eV/Å.

The value obtained for the total energy is -5674.81191 a.u. For the largest force on an atom, the calculation gives 0.0962 Eh/bohr. As for the gap between HOMO and LUMO: 8.4 eV. Its LUMO energy is -3.28 eV. As for the charge: +1.

[2]
# C19H18BrIMgN2O2

A structure of composition C19H18BrIMgN2O2 (wB97M-V/def2-TZVPD, the OMol25 dataset).

XYZ file:
```
44
Properties=species:S:1:pos:R:3:forces:R:3
C 2.215 2.603 1.167 0.120 0.098 0.135
C 3.038 1.506 0.467 0.504 0.251 0.325
H 1.532 3.118 0.479 0.201 -0.074 0.198
H 2.899 3.364 1.548 -0.103 -0.046 0.031
H 1.669 2.238 2.045 -0.032 0.021 -0.267
H 2.544 1.024 -0.391 0.185 0.067 0.111
H 3.943 1.965 0.058 -0.190 -0.137 -0.227
H 3.365 0.751 1.183 -0.107 -0.037 -0.085
C -2.795 1.084 -0.427 -0.600 -0.299 -0.470
C -4.009 0.973 -1.134 0.630 -0.126 0.074
C -4.122 -0.039 -2.094 0.144 0.105 0.298
C -3.048 -0.906 -2.293 0.646 0.071 0.434
H -2.648 1.885 0.307 0.026 -0.399 -0.265
H -4.813 1.685 -0.930 0.246 -0.318 -0.149
H -5.042 -0.161 -2.671 0.339 0.068 0.171
H -3.069 -1.707 -3.021 -0.306 0.170 -0.038
N -1.782 0.237 -0.617 0.059 0.048 0.091
C -1.879 -0.753 -1.522 -1.146 1.142 0.106
C -0.707 -1.640 -1.606 0.902 -0.638 0.084
N 0.358 -1.290 -0.850 -0.132 -0.218 0.018
C 1.376 -2.147 -0.715 -0.262 -0.272 -0.257
C 0.368 -3.702 -2.242 0.209 0.121 0.235
C 1.421 -3.375 -1.386 -0.038 0.503 0.076
H 2.155 -1.855 -0.004 -0.217 -0.058 -0.367
H 2.290 -4.014 -1.232 -0.343 0.036 -0.137
C -0.715 -2.833 -2.343 0.101 0.367 0.224
H -1.572 -3.051 -2.974 0.260 -0.167 0.140
H 0.388 -4.638 -2.798 -0.063 0.222 0.087
Mg 0.468 0.760 0.268 -1.180 -0.605 -0.558
I 0.431 2.405 -1.945 -0.083 -0.064 -0.115
Br 2.177 1.265 4.615 -0.069 -0.187 0.190
C 0.971 -0.157 4.949 -0.736 -0.874 -0.060
C 0.884 -0.730 6.220 0.037 0.136 -0.022
C -0.033 -1.754 6.477 -0.023 0.206 -0.505
C -0.854 -2.222 5.447 0.006 -0.069 -0.168
C -0.757 -1.684 4.161 0.342 0.336 0.332
C 0.150 -0.646 3.917 0.182 0.226 0.179
C 0.254 -0.067 2.536 -0.081 0.511 -0.992
O -0.589 0.805 2.127 1.149 -0.911 0.344
O 1.199 -0.470 1.771 -0.805 0.496 0.773
H 1.537 -0.365 7.010 -0.166 -0.056 -0.134
H -0.111 -2.172 7.478 0.058 0.079 -0.232
H -1.570 -3.024 5.630 0.210 0.221 0.031
H -1.371 -2.040 3.332 0.128 0.059 0.360
```
Forces are in eV/Å.

The value obtained for the total energy is -4066.79615 a.u. For the largest force on an atom, the calculation gives 0.0315 Eh/bohr. As for the gap between HOMO and LUMO: 7.5 eV. Its LUMO energy is -0.44 eV.